Entry 1:
Formula: C8H13FN3
Source: the Open Molecules 2025 dataset
Level of theory: ωB97M-V with the def2-TZVPD basis set

Each line ends with the Löwdin charge.
Positions of all 25 atoms, in Å:
1 C -1.6882 1.9156 -0.5045  0.12
2 C -0.8273 1.0242 -0.4558  0.07
3 C -1.5782 -1.6448 0.9400  0.12
4 C -0.2282 -4.2252 0.8212  0.02
5 C -0.5465 -2.1024 0.1697  -0.43
6 C 2.8955 0.7080 0.7373  -0.07
7 C -2.7180 2.8485 -0.2408  -0.18
8 C 0.0703 0.1108 -0.9326  -0.30
9 N -0.2065 -3.3712 -0.0863  0.02
10 N 0.7155 0.6644 -1.9551  0.26
11 N 0.1276 -1.2203 -0.6516  0.17
12 F -3.8193 2.1013 -0.5667  0.00
13 H -1.8067 -0.5902 1.0043  0.04
14 H -2.2870 -2.3667 1.5130  0.12
15 H 0.1666 -5.2620 0.5909  0.11
16 H -0.3822 -3.8588 1.9315  0.13
17 H 2.3973 1.7979 0.7604  0.06
18 H 2.2347 -0.0071 0.4790  -0.09
19 H 3.3742 0.9718 -0.2305  0.00
20 H -2.8085 3.0556 0.8564  0.17
21 H -2.6051 3.7239 -0.8381  0.13
22 H 1.4273 0.2030 -2.4588  0.14
23 H 0.6321 1.5923 -1.7833  0.09
24 H 3.8658 0.8767 1.5590  0.13
25 H 0.7934 -1.7284 -1.2564  0.18

The energy relative to the best compared isomer or geometry (same formula, charge and spin) comes out at 150.6 kcal/mol. Its net charge is +1. Its frontier orbital gap (alpha / beta) is 7.77 / 7.77 eV. The value obtained for the molar mass is 170.211 g/mol. The value obtained for the LUMO energy (alpha / beta) is -4.934 / -4.934 eV. The HOMO energy (alpha / beta) is -0.4668 / -0.4669 Eh.

Entry 2:
Formula: C8H13IO2Si
Source: the Open Molecules 2025 dataset
Level of theory: ωB97M-V with the def2-TZVPD basis set

Each line ends with the Löwdin charge.
Positions of all 25 atoms, in Å:
1 C -3.4036 1.0323 -0.0543  -0.19
2 C -3.2207 1.3762 -1.3968  -0.12
3 C -2.2924 1.5299 0.7085  -0.59
4 C -1.9564 1.9269 -1.4664  -0.09
5 C 1.0906 -0.6546 2.1598  -0.20
6 C 2.2885 0.8989 -0.5527  -0.19
7 C 2.5060 -2.3315 -0.0468  -0.18
8 C -0.1862 -1.2048 -0.7540  -0.68
9 O -2.0472 1.4804 1.8842  0.09
10 O -1.4580 2.1750 -0.2256  0.04
11 Si 1.3786 -0.7087 0.2613  0.54
12 I -2.0535 -1.4613 0.1158  1.08
13 H -4.4356 0.6119 0.1905  0.14
14 H -3.9794 1.1854 -2.1816  0.13
15 H -1.4171 2.2698 -2.3026  0.11
16 H 2.0717 -0.5552 2.7991  0.07
17 H 0.4420 0.0102 2.6477  -0.01
18 H 0.8046 -1.6199 2.5317  0.01
19 H 1.6364 1.6656 -0.9242  -0.02
20 H 2.9417 1.4691 0.1370  0.01
21 H 3.0432 0.6629 -1.4373  0.06
22 H 2.0125 -3.2338 -0.1167  -0.02
23 H 3.1223 -2.3725 -0.9246  0.01
24 H 3.2395 -2.5210 0.7502  0.03
25 H -0.1278 -1.6314 -1.8027  -0.01

The energy relative to the best compared isomer or geometry (same formula, charge and spin) comes out at 83.6 kcal/mol. Its net charge is 0. Its frontier orbital gap (alpha / beta) is 7.47 / 6.76 eV. The value obtained for the molar mass is 296.180 g/mol. The value obtained for the LUMO energy (alpha / beta) is -0.567 / -1.207 eV. The HOMO energy (alpha / beta) is -0.2954 / -0.2926 Eh.

Entry 3:
Formula: C8H13N2
Source: the Open Molecules 2025 dataset
Level of theory: ωB97M-V with the def2-TZVPD basis set

Each line ends with the Löwdin charge.
Positions of all 23 atoms, in Å:
1 C -0.4186 -0.4580 0.8050  -0.28
2 C -1.2365 -1.4010 -0.0211  -0.02
3 C -0.2750 -1.4217 -1.3055  -0.13
4 C -1.3144 1.7001 1.8779  -0.06
5 C -0.6389 0.2983 2.0172  -0.11
6 C 1.0251 -0.9768 -0.8663  -0.42
7 C 0.6847 1.1575 1.9706  0.04
8 C 1.8202 -0.2211 -1.8338  -0.07
9 N 0.0085 2.2641 1.7968  0.10
10 N 0.6853 -0.1236 0.3075  0.15
11 H -1.3772 -2.4580 0.4093  0.16
12 H -2.1883 -1.0093 -0.3230  0.11
13 H -0.2690 -2.3879 -1.6797  0.10
14 H -0.5275 -0.6674 -2.0425  0.13
15 H -2.0103 1.7662 1.0023  0.15
16 H -1.8456 2.0310 2.7582  0.13
17 H -0.6366 -0.1908 2.9620  0.15
18 H 1.7064 -1.8647 -0.4097  0.20
19 H 1.6693 0.9444 2.4481  0.17
20 H 1.2251 0.7578 -1.8922  0.12
21 H 2.0863 -0.7007 -2.7947  0.11
22 H 2.8200 0.0196 -1.4968  0.08
23 H 0.3176 3.2435 1.6859  0.19

The SMILES is C[C@@H]1CCC([C@H]2C=[NH+]C2)=N1. The energy relative to the best compared isomer or geometry (same formula, charge and spin) comes out at 86.8 kcal/mol. Its net charge is +1. Its frontier orbital gap is 10.56 eV. The value obtained for the molar mass is 137.206 g/mol. The value obtained for the LUMO energy is -3.519 eV. The HOMO energy is -0.5175 Eh.

Entry 4:
Formula: C8H13N2O2
Source: the Open Molecules 2025 dataset
Level of theory: ωB97M-V with the def2-TZVPD basis set

Each line ends with the Löwdin charge.
Positions of all 25 atoms, in Å:
1 C -1.0718 0.1084 0.0773  0.02
2 C 0.4460 -1.6947 -0.5764  0.01
3 C 1.6123 -1.0713 -0.7576  -0.13
4 C -0.3448 -1.0897 0.5134  -0.46
5 C -2.3263 -2.5955 0.8287  0.06
6 C -2.1789 4.9142 -0.0815  -0.18
7 C 0.2261 -0.6824 1.8838  0.01
8 C 3.6388 -0.5342 -1.8560  -0.08
9 N -1.8099 0.8828 -0.3445  0.37
10 N -1.6733 -1.5385 0.9410  0.01
11 O 2.5656 -1.3080 -1.6244  -0.05
12 O -2.5085 3.9137 -0.5228  0.03
13 H 0.2812 -2.7471 -0.6452  0.12
14 H 1.6925 -0.1714 -0.0990  0.14
15 H -2.1038 -3.6130 0.5305  0.10
16 H -3.3253 -2.6382 1.2305  0.09
17 H -1.4958 5.1147 0.7729  0.08
18 H -2.5127 5.9890 -0.3857  0.11
19 H 1.0431 -0.0006 1.9122  0.09
20 H -0.6140 -0.2803 2.4415  0.10
21 H 0.3341 -1.5681 2.4534  0.10
22 H 3.6255 -0.3192 -2.9582  0.13
23 H 3.7589 0.2578 -1.1867  0.08
24 H 4.5176 -1.1544 -1.7090  0.10
25 H -1.7768 1.8259 -0.8381  0.16

The energy relative to the best compared isomer or geometry (same formula, charge and spin) comes out at 166.4 kcal/mol. Its net charge is +1. Its frontier orbital gap is 8.80 eV. The value obtained for the molar mass is 169.204 g/mol. The value obtained for the LUMO energy is -3.844 eV. The HOMO energy is -0.4647 Eh.

Entry 5:
Formula: C8H13N2S
Source: the Open Molecules 2025 dataset
Level of theory: ωB97M-V with the def2-TZVPD basis set

Each line ends with the Löwdin charge.
Positions of all 24 atoms, in Å:
1 C 0.8882 1.6859 -3.6667  -0.25
2 C 0.9847 2.3720 -2.5993  -0.36
3 C -0.9975 -1.4625 2.8636  -0.12
4 C -1.6654 -2.6698 2.2716  -0.10
5 C -0.8672 -1.6667 1.3513  -0.26
6 C -0.0161 0.5183 -0.8777  -0.28
7 C -1.6455 -0.9293 0.2706  -0.20
8 C -1.0326 0.3423 0.0000  -0.16
9 N 2.9213 2.4012 -0.0281  0.02
10 N 0.8088 0.8633 -4.5413  0.24
11 S 0.6565 2.2125 -1.0255  1.14
12 H -1.6151 -0.6172 3.1459  0.10
13 H -0.1486 -1.4857 3.5940  0.11
14 H -1.3587 -3.6813 2.1375  0.09
15 H -2.7545 -2.6295 2.2552  0.10
16 H 0.0316 -2.1672 0.8477  0.16
17 H 0.3168 -0.2417 -1.6014  0.10
18 H -1.5538 -1.6657 -0.5350  0.14
19 H -2.6472 -0.6561 0.4616  0.12
20 H -1.0355 1.0113 0.8574  0.13
21 H 2.8316 2.1577 0.8922  0.02
22 H 3.7278 1.9883 -0.3605  0.03
23 H 3.0451 3.3834 -0.1826  0.06
24 H 1.1252 0.9364 -5.5305  0.14

The energy relative to the best compared isomer or geometry (same formula, charge and spin) comes out at 134.6 kcal/mol. Its net charge is +1. Its frontier orbital gap (alpha / beta) is 6.87 / 6.87 eV. The value obtained for the molar mass is 169.273 g/mol. The value obtained for the LUMO energy (alpha / beta) is -5.831 / -5.834 eV. The HOMO energy (alpha / beta) is -0.4667 / -0.4667 Eh.

Entry 6:
Formula: C8H13N3O
Source: the Open Molecules 2025 dataset
Level of theory: ωB97M-V with the def2-TZVPD basis set

Each line ends with the Löwdin charge.
Positions of all 25 atoms, in Å:
1 C 4.5335 -1.8040 -0.2350  -0.18
2 C 2.8111 -0.9756 0.7190  -0.10
3 C 2.2005 2.1982 -0.2357  0.06
4 C 3.2575 1.3994 -0.3096  -0.15
5 C -3.0800 -0.1473 0.1035  -0.09
6 C -1.1545 0.4879 -1.4504  -0.07
7 C -0.4796 -0.1937 0.7881  -0.01
8 C -1.6196 -0.4034 -0.2449  -0.43
9 N 3.4872 -2.0774 0.5766  0.05
10 N 4.4826 -0.4995 -0.6606  0.06
11 N 3.4543 0.0572 -0.0477  -0.13
12 O -0.8606 0.1807 2.0164  0.03
13 H 5.3647 -2.3975 -0.4938  0.08
14 H 1.8711 -0.6352 1.0859  0.06
15 H 1.2132 1.8775 -0.0183  0.02
16 H 2.3074 3.2322 -0.3724  0.04
17 H -3.4033 -0.9868 0.6245  0.05
18 H -3.7180 -0.2413 -0.7627  0.08
19 H -3.1986 0.9009 0.4411  0.10
20 H -0.1749 0.0189 -1.5158  0.07
21 H -1.7558 0.3558 -2.3040  0.06
22 H -1.2332 1.5568 -1.1477  0.10
23 H 4.1937 1.7958 -0.5420  0.09
24 H -1.5913 -1.4677 -0.5320  0.14
25 H -1.7925 0.1102 2.2345  0.09

The energy relative to the best compared isomer or geometry (same formula, charge and spin) comes out at 125.4 kcal/mol. Its net charge is 0. Its frontier orbital gap is 9.17 eV. The value obtained for the molar mass is 167.212 g/mol. The value obtained for the LUMO energy is 0.430 eV. The HOMO energy is -0.3212 Eh.

Entry 7:
Formula: C8H13N3O2
Source: the Open Molecules 2025 dataset
Level of theory: ωB97M-V with the def2-TZVPD basis set

Each line ends with the Löwdin charge.
Positions of all 26 atoms, in Å:
1 C -0.6724 1.1829 1.8334  -0.11
2 C 0.1266 0.0562 2.2080  -0.44
3 C 2.2942 1.8463 3.1115  -0.48
4 C 1.1200 0.0796 1.1599  -0.08
5 C -1.6630 -1.7962 -1.5210  -0.08
6 C 1.5581 1.8227 -0.3970  -0.07
7 C -1.1743 -0.8789 -0.3369  -0.21
8 C -0.0978 0.0085 -0.9107  -0.12
9 N -0.4788 1.7539 0.7351  0.16
10 N 0.0031 -0.5082 3.4369  0.06
11 N 0.5711 0.9623 0.1167  -0.33
12 O 1.7686 2.7841 2.7503  0.21
13 O 2.9445 0.9942 3.5545  0.19
14 H -1.5050 1.6482 2.3232  0.13
15 H 1.9127 -0.5494 1.0561  0.09
16 H -2.7212 -1.8044 -1.6232  0.05
17 H -1.2515 -1.4233 -2.4433  0.06
18 H -1.5521 -2.8634 -1.2015  0.09
19 H 1.1522 2.2907 -1.3885  0.12
20 H 1.8961 2.6800 0.3000  0.12
21 H 2.6033 1.4098 -0.7256  0.13
22 H -0.8763 -1.5383 0.5129  0.12
23 H -1.9841 -0.2171 -0.1127  0.10
24 H 0.7094 -0.5224 -1.3392  0.12
25 H -0.6155 0.7406 -1.5891  0.14
26 H 0.6354 -1.3190 3.4669  0.02

The energy relative to the best compared isomer or geometry (same formula, charge and spin) comes out at 83.2 kcal/mol. Its net charge is 0. Its frontier orbital gap is 7.65 eV. The value obtained for the molar mass is 183.211 g/mol. The value obtained for the LUMO energy is 0.552 eV. The HOMO energy is -0.2608 Eh.

Entry 8:
Formula: C8H13N3Si
Source: the Open Molecules 2025 dataset
Level of theory: ωB97M-V with the def2-TZVPD basis set

Each line ends with the Löwdin charge.
Positions of all 25 atoms, in Å:
1 C 4.1105 -0.6214 0.3923  -0.07
2 C 3.5311 -0.8393 -0.8096  -0.02
3 C 3.1849 -0.0175 1.3246  -0.02
4 C 1.9509 0.1879 0.7415  -0.20
5 C 2.1063 -0.3396 -0.7373  -0.29
6 C -2.8237 0.7674 1.3679  -0.18
7 C -2.0144 -1.4617 -0.4103  -0.18
8 C -1.9332 1.1609 -1.8122  -0.20
9 N 1.0615 -0.3757 -1.4058  0.26
10 N 0.7539 0.6186 1.0841  -0.02
11 N -0.0564 0.8223 0.0120  -0.08
12 Si -1.7624 0.4509 -0.1185  0.43
13 H 5.1377 -0.6960 0.5080  0.09
14 H 4.0666 -1.1140 -1.6236  0.06
15 H 3.4942 0.1240 2.2700  0.06
16 H -2.4549 0.2405 2.2339  0.02
17 H -2.8063 1.9119 1.5015  0.07
18 H -3.8251 0.5636 1.1256  0.01
19 H -1.5982 -2.1175 -1.1722  0.02
20 H -1.4310 -1.7193 0.5300  0.02
21 H -3.0496 -1.7603 -0.2799  0.01
22 H -1.8772 2.2682 -1.9834  0.04
23 H -1.0829 0.7888 -2.2893  -0.02
24 H -2.8965 0.9249 -2.3076  0.04
25 H 0.2143 0.2327 1.8584  0.15

The energy relative to the best compared isomer or geometry (same formula, charge and spin) comes out at 53.2 kcal/mol. Its net charge is 0. Its frontier orbital gap (alpha / beta) is 7.24 / 7.58 eV. The value obtained for the molar mass is 179.299 g/mol. The value obtained for the LUMO energy (alpha / beta) is -0.714 / -0.140 eV. The HOMO energy (alpha / beta) is -0.2924 / -0.2838 Eh.

Entry 9:
Formula: C8H13N5O2
Source: the Open Molecules 2025 dataset
Level of theory: ωB97M-V with the def2-TZVPD basis set

Each line ends with the Löwdin charge.
Positions of all 28 atoms, in Å:
1 C 0.0455 -0.9402 0.7796  -0.01
2 C 1.1486 0.1113 -1.0761  0.09
3 C 0.2331 -2.1687 0.1346  -0.06
4 C 0.6230 0.1989 0.1726  -0.20
5 C 1.2598 -1.1731 -1.6884  -0.32
6 C -1.6965 1.1477 1.7365  -0.34
7 C 0.5998 1.4234 0.9681  -0.23
8 C 1.8675 -2.5602 -3.4114  0.03
9 N 0.7778 -2.2939 -1.0714  0.18
10 N -0.4320 1.6302 1.8550  0.18
11 N -2.3428 1.1455 0.5688  0.11
12 N -2.3804 0.7968 2.8471  0.23
13 N 1.4656 2.3586 0.8436  0.32
14 O -1.6268 1.5951 -0.5679  0.04
15 O 1.7307 -1.2301 -2.8710  0.02
16 H -0.2250 -0.8385 1.8437  0.12
17 H 1.3808 1.0195 -1.6321  0.15
18 H -0.1365 -3.0103 0.5922  0.10
19 H 0.8929 -2.6446 -3.8439  0.11
20 H 2.0440 -3.2238 -2.6209  0.08
21 H 2.4957 -2.5571 -4.2496  0.10
22 H -0.2029 2.4995 2.5072  0.26
23 H -3.2712 0.6632 0.3725  0.24
24 H -1.8613 0.8823 3.7469  0.16
25 H -3.1085 0.0524 2.9380  0.18
26 H -2.1899 2.3269 -0.9498  0.18
27 H 2.3955 2.0460 0.5176  0.20
28 H 1.4663 3.1166 1.4084  0.11

The SMILES is COc1cc(C(=[NH2+])NC(=[NH2+])NO)ccn1. The energy relative to the best compared isomer or geometry (same formula, charge and spin) comes out at 38.8 kcal/mol. Its net charge is +2. Its frontier orbital gap is 6.80 eV. The value obtained for the molar mass is 211.225 g/mol. The value obtained for the LUMO energy is -8.542 eV. The HOMO energy is -0.5639 Eh.

Entry 10:
Formula: C8H13N6
Source: the Open Molecules 2025 dataset
Level of theory: ωB97M-V with the def2-TZVPD basis set

Each line ends with the Löwdin charge.
Positions of all 27 atoms, in Å:
1 C 3.3073 0.3178 0.6989  -0.16
2 C 2.9010 -0.7558 -0.0872  -0.06
3 C 1.3854 0.8511 0.0346  -0.28
4 C -1.3669 -1.1576 0.3867  -0.31
5 C -1.4564 1.1467 1.3206  0.01
6 C -0.9115 1.6109 0.1392  -0.35
7 C 0.7443 -1.4062 -1.1588  -0.05
8 C -1.8727 2.0243 -1.0250  -0.01
9 N 2.3717 1.2378 0.7808  0.12
10 N 1.6263 -0.4518 -0.5014  -0.02
11 N 0.3653 1.8351 -0.2482  0.11
12 N -2.0494 -0.1457 0.9818  0.10
13 N -0.5778 -0.9104 -0.6824  0.10
14 N -1.3628 -2.4621 0.7844  0.23
15 H 4.0910 0.1831 1.4383  0.11
16 H 3.4461 -1.7900 -0.2306  0.16
17 H -0.7688 1.2102 2.1544  0.12
18 H 0.7343 -1.3523 -2.3074  0.17
19 H 0.9085 -2.5100 -0.8572  0.16
20 H -2.4071 1.1351 -1.3392  0.07
21 H -1.3610 2.3534 -1.9568  0.10
22 H -2.4805 2.8181 -0.6550  0.08
23 H 0.8204 2.7028 -0.0307  0.15
24 H -2.6302 -0.5381 1.6962  0.14
25 H -0.7199 0.0182 -0.9908  0.08
26 H -1.8634 -2.9168 1.5245  0.13
27 H -0.8732 -3.0480 0.1303  0.11

The SMILES is C/C1=C\NC(=[NH2+])NCn2ccnc2N1. The energy relative to the best compared isomer or geometry (same formula, charge and spin) comes out at 93.4 kcal/mol. Its net charge is +1. Its frontier orbital gap is 7.97 eV. The value obtained for the molar mass is 193.234 g/mol. The value obtained for the LUMO energy is -3.672 eV. The HOMO energy is -0.4280 Eh.